Here is the molecule C24H32N4O3 in a non-equilibrium geometry from the OMol25 dataset. Energies are from ωB97M-V/def2-TZVPD.

## Properties
Spin multiplicity   1
Gap between HOMO and LUMO   7.78 eV

The geometry in XYZ format:
```
63
Properties=species:S:1:pos:R:3:forces:R:3:lowdin_charge:R:1
C 2.69359 1.12028 2.41930 -0.06 -0.29 -0.08 -0.05
H 2.34576 1.27085 3.43838 -0.01 0.06 0.13 0.08
H 2.22297 1.86372 1.78070 -0.06 0.10 -0.06 0.06
H 3.76857 1.27980 2.40009 0.14 0.06 0.01 0.07
C 2.33117 -0.29545 1.96846 -0.12 0.27 0.43 -0.19
N 2.74841 -0.57249 0.60848 -0.05 -0.09 0.01 -0.01
C 1.89788 -0.67705 -0.43593 0.00 -0.10 0.12 -0.40
O 2.26960 -0.75719 -1.59874 -0.05 0.05 -0.27 0.06
C 0.44005 -0.72064 -0.14452 -0.22 -0.57 0.34 -0.13
C -0.28635 -1.60150 0.61878 0.24 0.20 -0.13 0.05
C -1.65332 -1.30020 0.40553 -0.02 0.41 -0.39 -0.06
C -1.69038 -0.22973 -0.50553 -0.49 -0.71 0.53 -0.23
N -2.79516 0.37466 -0.96259 0.02 0.32 -0.25 0.19
C -3.93114 -0.10680 -0.52190 0.30 0.04 -0.03 -0.20
N -4.01918 -1.16538 0.37309 0.07 0.32 -0.29 0.11
C -5.23640 -1.62217 0.78765 -0.80 -0.28 0.27 -0.03
C -6.39319 -1.07214 0.35588 0.28 -0.21 0.17 -0.05
C -6.34614 0.01060 -0.55239 0.45 0.15 -0.13 -0.02
C -5.14863 0.48937 -0.98605 -0.61 -0.01 0.03 -0.20
C -5.02569 1.62592 -1.94599 0.02 -0.06 0.04 -0.05
H -4.44090 2.42632 -1.49760 0.05 0.11 -0.05 0.08
H -6.00490 2.00312 -2.22677 -0.07 0.02 -0.01 0.08
H -4.49171 1.29947 -2.83597 0.05 0.07 -0.10 0.08
H -7.26751 0.45302 -0.89964 -0.06 0.10 -0.08 0.11
H -7.33840 -1.45628 0.70069 -0.03 -0.10 0.08 0.10
H -5.18223 -2.44933 1.48066 0.03 0.05 -0.04 0.13
C -2.86256 -1.84045 0.91593 0.33 -0.08 0.11 -0.35
O -3.02107 -2.74300 1.71288 0.04 -0.02 -0.02 0.07
N -0.42444 0.09508 -0.84380 -0.16 -0.15 0.02 0.03
C -0.05458 1.16844 -1.72913 0.28 0.54 -0.37 -0.11
C 0.69871 2.27552 -0.99118 -0.33 0.01 0.26 -0.12
C -0.10414 2.84788 0.17223 0.06 -0.11 -0.12 -0.23
O 0.74263 3.68912 0.92449 0.15 -0.02 -0.24 -0.21
C 0.09702 4.28460 2.01879 -0.05 0.00 0.04 -0.12
H 0.84125 4.89549 2.52531 -0.07 0.03 0.07 0.09
H -0.73685 4.91844 1.69268 0.02 0.00 0.03 0.09
H -0.28978 3.52718 2.71275 0.01 0.03 0.01 0.09
H -0.97263 3.41311 -0.19989 0.02 -0.06 0.04 0.13
H -0.48357 2.03667 0.81484 0.00 0.06 -0.05 0.13
H 0.94133 3.07508 -1.69090 0.06 0.00 -0.04 0.13
H 1.63824 1.88122 -0.60172 0.08 0.04 -0.01 0.10
H -0.98449 1.54915 -2.15675 0.10 -0.06 -0.01 0.12
H 0.58417 0.76739 -2.52124 -0.20 0.06 0.07 0.13
H 0.09423 -2.38715 1.24044 0.17 -0.11 0.12 0.13
C 4.19200 -0.65265 0.37888 0.03 -0.08 -0.56 -0.28
C 4.58651 -2.00060 -0.23000 0.16 -0.03 0.24 -0.14
C 6.10412 -2.08896 -0.35553 -0.10 -0.02 -0.24 -0.20
C 6.63398 -0.94625 -1.21620 0.17 0.02 0.29 -0.21
C 6.22760 0.39946 -0.62372 -0.09 -0.02 -0.23 -0.20
C 4.71003 0.48995 -0.49864 0.18 0.07 0.23 -0.14
H 4.25412 0.40975 -1.48519 -0.03 0.04 0.04 0.11
H 4.42332 1.45056 -0.06460 -0.07 0.03 0.00 0.11
H 6.59153 1.21096 -1.25679 0.04 0.05 0.07 0.11
H 6.68482 0.51521 0.36292 0.08 0.05 0.04 0.11
H 6.22109 -1.03436 -2.22281 0.02 -0.01 -0.10 0.12
H 7.72180 -1.00828 -1.29001 0.00 -0.01 -0.09 0.11
H 6.37940 -3.04798 -0.79825 0.04 -0.04 0.08 0.11
H 6.55828 -2.03705 0.63784 0.07 -0.04 0.05 0.11
H 4.12919 -2.09340 -1.21446 -0.03 -0.03 0.03 0.11
H 4.20928 -2.80950 0.40035 -0.05 -0.02 0.00 0.12
H 4.66386 -0.57550 1.36444 -0.06 0.01 -0.02 0.15
H 2.80507 -1.02688 2.63286 -0.09 -0.01 -0.05 0.13
H 1.25203 -0.42294 2.03869 0.22 -0.04 0.07 0.10
```
Forces are in eV/Å.

Here is a cluster of 2 separate species, C4H14NOS in total in a non-equilibrium geometry from the OMol25 dataset. Energies are from ωB97M-V/def2-TZVPD.

## Properties
Spin multiplicity   2
<S²>   0.753
Gap between HOMO and LUMO (spin up / spin down)   12.43 / 7.82 eV
Total charge   +2

The geometry in XYZ format:
```
21
Properties=species:S:1:pos:R:3:forces:R:3:lowdin_charge:R:1
C 1.01800 -1.14982 0.35692 2.15 -1.87 -4.63 -0.18
C 1.36209 -0.17610 1.40721 -1.76 1.28 0.25 -0.22
C 1.36737 1.15053 0.65861 -0.82 2.58 -0.68 -0.38
S -0.15964 2.06678 1.14546 -0.25 -0.27 -1.21 1.20
C -1.34262 1.86310 -0.28825 3.00 0.43 -1.40 -0.26
N -0.39419 -1.70780 0.39412 -0.36 2.17 1.52 0.19
H 1.00250 -0.63180 -0.71221 0.33 -1.49 2.24 0.14
H 1.92263 -1.91029 0.28144 -2.59 0.67 0.16 0.20
H 2.32763 -0.21438 1.82185 1.24 -0.92 0.55 0.12
H 0.63660 -0.26406 2.25743 0.63 0.49 -0.42 0.14
H 1.38317 1.05744 -0.44929 -0.22 0.03 0.86 0.10
H 2.18832 1.85498 0.83064 -0.03 -0.20 0.74 0.11
H -0.75887 1.47078 -1.24168 -1.41 0.34 2.16 0.11
H -1.61365 2.88662 -0.54728 -0.17 0.24 0.15 0.07
H -2.22565 1.37433 0.06202 -0.54 -0.59 0.13 0.05
H -0.58484 -1.80943 1.41663 -0.66 0.00 -0.94 0.18
H -1.07997 -1.00041 -0.12872 1.72 -2.28 1.28 0.17
H -0.49291 -2.62355 -0.00065 -0.04 -0.70 -0.76 0.16
H -1.28376 -1.06175 -3.15180 -0.13 0.43 1.81 0.13
H -2.02323 -0.33067 -1.94376 -0.61 0.08 -0.71 0.03
O -1.24898 -0.84450 -2.16870 0.52 -0.40 -1.10 -0.07
```
Forces are in eV/Å.

Here is a structure of composition C10H11Br2O3Pt in a non-equilibrium geometry from the OMol25 dataset. Energies are from ωB97M-V/def2-TZVPD.

## Properties
Spin multiplicity   1
Gap between HOMO and LUMO   7.17 eV
Total charge   +1

The geometry in XYZ format:
```
27
Properties=species:S:1:pos:R:3:forces:R:3:lowdin_charge:R:1
Pt -0.13530 0.06834 -0.11908 -0.36 -0.99 -0.55 0.89
Br 2.17331 -0.55912 0.32871 0.31 0.22 0.13 0.71
C 2.25843 0.04336 2.20422 -0.15 0.03 0.08 -0.94
Br 0.53984 -0.01139 3.02530 0.19 -0.06 0.32 0.67
H 2.60792 1.06608 2.16687 0.04 0.01 -0.03 0.02
H 2.94200 -0.62124 2.71555 0.03 -0.05 -0.04 0.02
C -0.12091 6.84703 -0.01373 0.01 0.00 -0.01 -0.04
O -1.47687 6.39776 -0.01319 0.02 0.02 0.03 -0.03
C -1.71898 5.09298 -0.02643 -0.03 0.03 0.01 -0.26
C -3.09355 4.73790 -0.02695 0.05 0.07 0.00 0.03
C -3.43272 3.43147 -0.04783 0.01 -0.13 0.02 0.00
C -2.44973 2.39282 -0.08095 0.00 0.08 0.13 -0.11
C -2.85332 1.04945 -0.15583 -0.09 -0.24 -0.29 -0.32
C -4.28737 0.62715 -0.03587 0.07 0.00 -0.12 0.02
O -2.04870 0.08282 -0.36864 -0.63 -0.09 0.31 -0.17
C -1.08205 2.76852 -0.07119 0.00 0.06 -0.06 -0.28
O -0.04095 1.95176 -0.06976 0.44 0.97 0.10 -0.25
C -0.73569 4.12232 -0.03780 0.11 0.02 -0.05 0.07
H -0.17009 7.92969 0.00148 -0.01 0.01 0.00 0.10
H 0.39389 6.51370 -0.91531 0.00 0.00 -0.01 0.10
H 0.40356 6.48965 0.87313 -0.01 0.00 0.01 0.10
H -3.83492 5.52372 -0.01614 0.02 0.01 -0.01 0.13
H -4.48073 3.16706 -0.07051 0.03 -0.04 0.03 0.12
H -4.77327 1.14792 0.78580 -0.03 -0.01 0.00 0.10
H -4.32859 -0.44562 0.12898 0.00 0.00 0.00 0.10
H -4.82612 0.85250 -0.95820 0.01 0.05 0.01 0.11
H 0.31611 4.36546 -0.03142 -0.03 0.01 0.00 0.12
```
Forces are in eV/Å.

Here is a structure of composition C4H5NO2 from the OMol25 dataset. Energies are from ωB97M-V/def2-TZVPD.

## Properties
Spin multiplicity   1
Gap between HOMO and LUMO   10.40 eV

The geometry in XYZ format:
```
12
Properties=species:S:1:pos:R:3:forces:R:3:lowdin_charge:R:1
N 0.47608 1.24802 1.02312 0.10 0.03 -0.09 0.11
C 0.17647 0.22753 0.09350 0.04 -0.03 0.05 -0.35
C -1.17104 0.13683 -0.59472 -0.14 0.02 -0.15 0.01
C -0.67840 -1.03011 0.16277 -0.31 -0.06 0.24 -0.16
O 0.26699 -1.76944 -0.64298 0.11 -0.04 -0.05 0.07
C 1.15902 -0.71571 -0.53707 0.59 0.13 -0.04 -0.41
O 2.33843 -0.73206 -0.70942 -0.58 0.02 -0.10 0.15
H 0.31056 2.16220 0.61938 0.07 -0.05 0.04 0.09
H 1.45230 1.19413 1.29276 -0.09 0.01 0.12 0.09
H -1.91912 0.73030 -0.07220 0.10 -0.09 -0.09 0.12
H -1.26850 0.10808 -1.67717 0.09 -0.07 0.16 0.12
H -1.11915 -1.54378 1.00628 0.03 0.12 -0.10 0.16
```
Forces are in eV/Å.

Here is a cluster of 2 separate species, C6H15NOSi in total in a non-equilibrium geometry from the OMol25 dataset. Energies are from ωB97M-V/def2-TZVPD.

## Properties
Spin multiplicity   1
Gap between HOMO and LUMO   7.85 eV

The geometry in XYZ format:
```
24
Properties=species:S:1:pos:R:3:forces:R:3:lowdin_charge:R:1
C -0.06229 0.76127 2.34925 1.23 2.73 -2.75 -0.09
C 0.02234 1.24510 1.07777 -0.76 -0.31 2.42 -0.24
C -1.43251 0.93424 -2.89072 -2.46 0.94 1.43 -0.13
C -1.72978 2.71208 -1.34672 -1.76 0.17 -2.57 -0.18
C 3.33779 -2.20590 1.74526 -0.36 1.74 -0.62 -0.05
C 1.93446 -4.04594 1.19159 1.20 -0.39 0.63 -0.03
N -1.18462 1.38930 -1.47102 0.66 0.45 -2.45 -0.42
O 2.90423 -3.38262 1.68357 0.99 -1.10 1.39 -0.12
Si -1.06060 0.27202 -0.21222 0.61 1.70 0.28 0.57
H 0.40394 1.33992 3.13443 -0.10 -0.74 0.52 0.05
H -0.61706 -0.09045 2.36111 -1.42 -2.47 1.68 -0.02
H 0.62697 2.17805 1.13309 -0.64 -0.49 -1.43 0.06
H -1.18469 1.74077 -3.61880 0.02 -0.60 0.60 0.08
H -0.96935 0.00748 -3.16840 0.47 -0.39 0.17 0.05
H -2.58146 0.77750 -2.92750 1.54 0.14 -0.55 0.10
H -1.48682 3.24483 -2.29294 0.37 0.13 0.71 0.08
H -2.84119 2.67634 -1.48385 0.26 0.03 0.61 0.08
H -1.50794 3.35796 -0.53111 0.58 -0.09 0.98 0.06
H -2.47445 -0.31178 0.02271 1.05 0.20 0.67 -0.02
H 4.09811 -1.96128 2.43033 0.96 -0.38 0.60 0.05
H 2.77606 -1.39907 1.33512 -0.52 0.39 -0.56 0.06
H 1.92580 -5.01478 1.57804 -0.35 -1.39 0.02 0.05
H 1.22711 -3.56850 0.63729 -1.95 1.15 -1.48 0.04
H -0.12405 -0.65656 -0.73628 0.39 -1.43 -0.30 -0.05
```
Forces are in eV/Å.

Here is a cluster of 3 separate species, C15H33BBrF3N2O in total in a non-equilibrium geometry from the OMol25 dataset. Energies are from ωB97M-V/def2-TZVPD.

## Properties
Spin multiplicity   1
Gap between HOMO and LUMO   6.87 eV

The geometry in XYZ format:
```
56
Properties=species:S:1:pos:R:3:forces:R:3:lowdin_charge:R:1
O -1.28614 -0.23074 -0.80555 -2.97 0.52 -4.61 -0.05
C -2.01729 -0.02948 -1.81422 2.52 0.38 5.02 -0.70
Br -1.64852 -1.09460 -3.43446 -0.62 0.93 0.73 0.74
C -3.13954 1.10035 -1.66704 -0.29 -0.15 -0.05 -0.11
B -4.54673 0.76654 -2.40275 0.60 -0.22 0.23 0.05
C -5.43839 -0.56954 -2.00446 -0.10 0.58 0.22 -0.35
F -4.70892 -1.75386 -2.30077 -2.30 2.16 0.89 0.04
F -6.71471 -0.54545 -2.65954 2.94 -0.85 1.78 0.04
F -5.66182 -0.45831 -0.58209 0.14 -0.92 -2.98 0.04
H -3.35463 1.18417 -0.53175 0.52 -0.33 -1.70 0.13
H -2.74740 2.13758 -1.98489 -0.33 -1.84 0.26 0.13
H -4.97268 1.52226 -3.22173 -0.15 -0.24 0.19 0.08
C 3.83059 2.16514 -4.67796 0.10 -0.04 -0.02 -0.09
C 3.10813 1.59253 -3.46418 0.06 -0.08 -0.16 -0.27
N 2.86471 0.15681 -3.54840 -0.29 -0.21 -0.02 -0.19
C 1.93348 -0.33133 -2.53307 -0.14 0.12 -0.06 -0.27
C 2.36391 -0.23475 -1.07088 -0.11 -0.13 0.28 -0.08
C 4.03695 -0.68318 -3.77386 0.10 0.15 -0.31 -0.25
C 5.17774 -0.59972 -2.76098 0.22 -0.18 0.13 -0.09
H 3.29840 1.92771 -5.60286 0.04 -0.06 0.09 0.08
H 3.88863 3.25378 -4.59480 0.00 -0.09 0.03 0.07
H 4.85438 1.79110 -4.75825 -0.07 0.02 -0.03 0.06
H 2.14345 2.10857 -3.39477 -0.03 -0.26 0.12 0.12
H 3.66856 1.85773 -2.55991 0.07 0.13 0.10 0.10
H 1.67058 -1.37186 -2.75496 0.16 0.07 -0.10 0.11
H 0.99312 0.22176 -2.64494 0.16 0.08 -0.08 0.07
H 3.10997 -0.98821 -0.81899 0.06 0.09 0.01 0.06
H 1.49990 -0.41602 -0.42410 0.03 0.01 -0.08 0.06
H 2.75613 0.75162 -0.81424 0.03 -0.05 -0.05 0.07
H 4.44392 -0.44251 -4.76214 -0.08 0.11 0.07 0.10
H 3.72156 -1.72856 -3.86452 -0.20 0.16 0.11 0.12
H 5.42111 0.42871 -2.48547 -0.05 -0.03 -0.02 0.07
H 6.08166 -1.04171 -3.19086 -0.05 0.03 0.01 0.07
H 4.95421 -1.16003 -1.85243 0.03 0.14 0.01 0.05
C -0.77678 0.48825 6.34451 -0.07 0.08 -0.02 -0.09
C -0.44766 -0.37263 5.13057 -0.15 0.03 0.10 -0.27
N -1.61043 -1.02858 4.54261 -0.12 -0.31 -0.06 -0.19
C -1.26058 -2.06319 3.57210 0.14 -0.18 0.16 -0.25
C -0.54714 -1.62385 2.29522 -0.01 -0.11 -0.24 -0.09
C -2.71307 -0.15626 4.15122 -0.06 0.13 0.33 -0.25
C -2.41759 0.95659 3.14654 -0.16 0.16 -0.25 -0.08
H -1.30776 -0.08901 7.10596 -0.01 0.02 -0.11 0.08
H 0.14667 0.86464 6.79280 -0.05 -0.03 -0.07 0.07
H -1.38474 1.35636 6.07728 0.01 -0.06 0.05 0.06
H 0.25652 -1.14219 5.46718 -0.15 -0.10 -0.23 0.12
H 0.08855 0.23984 4.39605 0.14 0.10 -0.03 0.10
H -2.16350 -2.62064 3.29778 -0.05 0.20 0.09 0.11
H -0.62413 -2.79920 4.07893 -0.02 0.17 0.12 0.11
H -1.22818 -1.13320 1.60106 0.12 0.06 0.01 0.04
H -0.14846 -2.50282 1.77905 -0.03 0.05 0.03 0.08
H 0.29578 -0.95862 2.49399 -0.06 0.00 0.01 0.07
H -3.12098 0.30535 5.05718 0.15 -0.04 0.01 0.10
H -3.53949 -0.76591 3.76930 0.24 -0.15 0.01 0.11
H -1.49280 1.49207 3.37190 -0.02 -0.06 0.00 0.07
H -3.22903 1.69082 3.16485 0.04 -0.03 0.03 0.07
H -2.35955 0.57562 2.12572 0.15 0.05 0.04 0.04
```
Forces are in eV/Å.

Number 1: total energy -37511.9054 eV. Number 2: total energy -18727.8271 eV. Number 3: total energy -160014.1690 eV. Number 4: total energy -9812.3991 eV. Number 5: total energy -17873.9642 eV. Number 6: total energy -99987.0938 eV.